DFT (the ωB97M-V functional and the def2-TZVPD basis) results for a structure of composition C39H50BCl5N8O5SiTeW in a non-equilibrium geometry.

The geometry in XYZ format:
```
111
Properties=species:S:1:pos:R:3:mulliken_spin:R:1
W 0.468 -1.289 0.240 0.77
Te 1.919 1.112 0.340 -0.02
Cl 3.705 -6.213 -1.171 0.00
Cl 4.121 -4.773 -3.950 0.00
Cl 1.963 -4.748 1.076 0.00
Cl 2.814 -1.936 -4.441 0.00
Cl 1.093 -0.639 -2.033 -0.01
Si -2.540 -1.029 -1.734 0.00
O -1.167 -1.019 -0.815 -0.01
O -3.879 -0.853 -0.761 0.00
O -2.595 0.216 -2.862 0.00
O -2.607 -2.465 -2.544 0.01
O -0.436 -2.796 0.162 0.17
N 0.039 -1.541 3.064 -0.02
N 0.042 0.777 2.140 0.01
N -0.418 0.398 0.938 -0.04
N 2.275 -1.232 1.167 -0.03
N 0.719 1.424 4.997 0.00
N 1.117 0.262 4.475 0.00
N 2.216 -0.563 2.322 0.02
N -0.228 -2.191 1.943 -0.03
C 2.608 -2.758 -2.929 0.01
C 3.567 -1.374 0.836 0.02
C 4.605 4.486 -0.653 0.00
C -0.661 1.717 -2.867 0.00
C 3.661 5.073 1.471 0.00
C -0.499 -2.191 4.113 0.01
C 3.462 -0.284 2.736 0.03
C 1.820 0.298 6.571 0.00
C -3.793 -3.146 -2.941 0.00
C 5.283 6.664 0.416 0.00
C -1.555 0.765 -3.672 0.00
C 1.133 1.471 6.263 0.00
C 3.000 -4.658 -1.469 0.00
C -1.082 1.416 0.393 -0.01
C 3.020 2.977 0.417 0.01
C -3.987 -0.072 0.433 0.00
C -0.949 -3.283 2.270 0.01
C -0.735 -0.282 -4.437 0.00
C 1.788 -0.441 5.417 0.00
C -3.301 -4.236 -3.906 0.00
C 4.500 5.378 0.407 0.00
C -3.384 -0.815 1.629 0.01
C -1.139 -3.311 3.638 0.00
C -4.793 -2.267 -3.700 0.00
C -4.462 -3.842 -1.752 0.00
C -3.423 1.342 0.326 0.00
C 3.878 3.293 -0.662 0.00
C 1.675 -2.795 -0.699 -0.02
C 3.183 -4.014 -2.703 0.00
C 2.243 -4.037 -0.474 -0.04
C -1.057 2.495 1.273 -0.01
C 2.920 3.887 1.495 0.00
C 4.352 -0.785 1.806 0.00
C 4.025 2.361 -1.833 0.01
C 2.056 3.658 2.691 0.00
C -2.297 1.614 -4.716 0.00
C -5.502 0.045 0.672 0.00
C -0.343 2.053 2.362 0.01
C 1.858 -2.166 -1.916 0.07
B 0.855 -0.233 3.031 0.06
H -3.630 -0.316 2.571 0.00
H -0.068 0.193 -5.162 0.00
H 3.582 5.770 2.300 0.00
H 3.913 -1.874 -0.054 0.00
H 0.951 2.301 6.929 0.00
H -0.117 -0.878 -3.779 0.00
H -1.391 -0.974 -4.974 0.00
H -2.274 1.319 0.244 0.00
H 3.718 0.247 3.640 0.00
H -1.606 2.115 -5.400 0.00
H 4.406 1.385 -1.490 0.00
H 1.319 4.474 2.778 0.00
H -0.440 -1.877 5.144 0.00
H -3.729 -4.415 -1.176 0.00
H -0.030 1.192 -2.161 -0.01
H -4.124 -4.854 -4.276 0.00
H 1.513 2.722 2.654 0.00
H -1.675 -4.052 4.210 0.00
H -5.988 0.547 -0.170 0.00
H -3.678 1.939 1.205 0.00
H -5.604 -2.867 -4.121 0.00
H 2.277 0.029 7.512 0.00
H -4.300 -1.731 -4.517 0.00
H 2.220 -1.421 5.269 0.00
H -1.266 2.418 -2.286 0.00
H 4.730 2.757 -2.584 0.00
H -5.253 -4.522 -2.083 0.00
H -1.312 -4.004 1.560 0.00
H 2.681 3.647 3.600 0.00
H -2.978 0.993 -5.307 0.00
H 5.261 4.723 -1.485 0.00
H -5.729 0.602 1.585 0.00
H -2.299 -0.872 1.565 0.01
H -5.249 -1.515 -3.050 0.00
H 3.049 2.219 -2.324 0.00
H -2.572 -4.888 -3.416 0.00
H 5.902 6.769 -0.489 0.00
H -2.914 2.377 -4.230 0.00
H 0.000 2.290 -3.524 0.00
H -3.753 -1.844 1.672 0.00
H 4.591 7.521 0.464 0.00
H 5.429 -0.729 1.834 0.00
H -0.138 2.650 3.226 0.00
H 5.946 6.690 1.296 0.00
H -2.790 -3.790 -4.765 0.00
H -5.961 -0.946 0.749 0.00
H -1.504 3.467 1.132 0.00
H -3.806 1.857 -0.564 0.00
H -1.544 1.379 -0.580 0.01
H -4.916 -3.125 -1.064 0.00
```

Properties
E_LUMO (alpha / beta) = 2.214 / 2.299 eV
Total charge = -1
Spin multiplicity = 2
Energy = -5280.71681 hartree
HOMO-LUMO gap (alpha / beta) = 5.16 / 5.26 eV
Energy above the lowest of the compared OMol25 structures with the same formula, charge and spin = 0.000 eV

DFT (the ωB97M-V functional and the def2-TZVPD basis) results for a structure of composition C20H21AlN5O3S2 in a non-equilibrium geometry.

The geometry in XYZ format:
```
52
Properties=species:S:1:pos:R:3:mulliken_spin:R:1
S -0.528 -2.191 2.449 0.00
S -0.201 -2.785 -1.473 0.00
Al 0.047 -0.355 0.793 0.01
O 3.846 0.248 2.127 0.08
O -0.525 -1.745 -0.430 0.00
O -0.884 0.894 -0.153 -0.01
N 1.597 -0.185 -0.591 0.26
N -2.749 -3.511 1.276 0.00
N -1.133 1.475 -1.292 0.01
N -0.821 0.794 2.436 -0.02
N 1.560 0.006 1.891 0.01
C 0.072 1.108 3.376 0.00
C 1.375 0.375 3.272 -0.01
C -2.271 1.190 -1.949 0.00
C -1.852 -2.956 1.761 0.00
C 3.932 0.058 -2.169 0.34
C -1.792 -3.440 -1.939 0.00
C 2.849 0.051 1.426 0.01
C 4.019 0.014 -0.790 -0.17
C 1.534 -0.120 -1.956 0.05
C 2.623 0.016 -2.760 0.01
C 2.872 -0.078 -0.021 0.36
C -2.531 1.791 -3.162 0.00
C -0.464 2.966 -2.990 0.01
C -1.467 2.627 4.394 0.00
C -2.044 1.332 2.488 0.00
C -2.414 2.247 3.450 0.00
C -1.618 2.687 -3.698 0.00
C -0.232 2.348 -1.778 0.00
C 0.388 -4.184 -0.538 0.00
C -0.218 2.041 4.365 0.00
H 4.968 0.072 -0.271 -0.01
H -2.305 -2.671 -2.514 0.00
H 1.309 -0.510 3.923 0.00
H -2.351 -3.676 -1.031 0.00
H 2.213 0.974 3.630 0.00
H -0.408 -4.556 0.106 0.00
H 0.639 2.493 -1.157 0.01
H 0.726 -4.942 -1.246 0.00
H -1.706 3.375 5.140 0.00
H 1.226 -3.827 0.058 0.00
H -3.413 2.660 3.453 0.00
H 4.817 0.135 -2.785 0.04
H -1.619 -4.319 -2.560 0.00
H -3.451 1.555 -3.676 0.00
H -2.738 1.007 1.724 0.00
H 0.538 -0.177 -2.389 0.01
H -1.803 3.155 -4.655 0.00
H 0.268 3.664 -3.368 0.00
H 0.543 2.302 5.089 0.00
H -2.918 0.481 -1.456 0.00
H 2.495 0.087 -3.833 0.00
```

Properties
E_LUMO (alpha / beta) = -0.922 / -0.858 eV
Spin multiplicity = 2
Energy = -2313.09158 hartree
HOMO-LUMO gap (alpha / beta) = 3.37 / 6.86 eV
Energy above the lowest of the compared OMol25 structures with the same formula, charge and spin = 1.001 eV

DFT (the ωB97M-V functional and the def2-TZVPD basis) results for a cluster of 7 separate species, C31H47N2O19 in total in a non-equilibrium geometry.

The geometry in XYZ format:
```
99
Properties=species:S:1:pos:R:3:lowdin_charge:R:1
O 1.762 -6.878 1.046 0.12
O 2.486 -7.667 3.045 0.00
O 0.767 -6.346 3.002 0.02
O -2.512 -6.220 -1.533 0.11
O -0.166 -1.751 -0.642 -0.01
O -1.306 5.053 -4.978 0.00
O -2.653 -3.437 2.959 -0.01
O -1.917 -0.380 -1.051 0.13
O -2.231 -2.281 4.740 0.01
O -1.558 3.305 -3.726 0.01
O -3.442 -4.185 4.949 0.12
O -0.911 -6.052 -3.127 0.01
O 4.225 1.147 -2.086 0.01
O 6.352 0.954 -1.333 0.12
O -3.336 4.669 -4.046 0.12
O -1.297 -2.039 -2.469 -0.02
O 1.906 2.438 2.313 0.03
O -2.770 -7.041 -3.632 0.00
O 5.820 0.954 -3.537 0.00
N -3.328 7.190 2.639 -0.03
N -0.349 4.652 0.510 -0.04
C -2.104 -6.417 -2.650 -0.61
C 7.206 0.810 -3.836 -0.05
C 2.217 4.818 1.850 -0.11
C -1.843 6.227 -5.581 -0.05
C -2.837 -3.382 4.285 -0.61
C 3.463 4.926 1.059 -0.02
C -3.249 -4.570 2.328 -0.05
C -0.156 -5.549 2.255 -0.03
C 1.430 3.463 1.851 -0.31
C -4.072 -7.489 -3.260 -0.05
C -1.564 5.339 2.668 -0.08
C 3.748 7.382 1.748 -0.10
C -2.110 6.417 0.522 -0.05
C -2.344 -2.089 6.150 -0.04
C 2.529 7.278 2.545 -0.07
C -2.368 -1.663 -3.333 -0.04
C 3.517 -8.375 2.358 -0.05
C 3.781 1.224 -0.729 -0.03
C -2.184 4.371 -4.229 -0.61
C 5.545 1.013 -2.226 -0.61
C -2.533 6.237 3.228 -0.23
C 1.682 -6.957 2.244 -0.61
C 0.050 -1.038 0.580 -0.02
C -0.087 -5.369 -2.179 -0.02
C -2.378 2.478 -2.899 -0.04
C 4.198 6.185 1.034 -0.10
C -0.018 3.402 1.194 -0.22
C -3.048 7.180 1.284 -0.23
C -1.200 -1.296 -1.356 -0.61
C -1.258 5.393 1.200 -0.35
C 1.804 6.002 2.587 -0.03
H -4.013 -8.214 -2.447 0.10
H 4.270 8.364 1.724 0.09
H 0.366 -4.751 1.725 0.11
H -2.237 -0.639 -3.685 0.09
H -0.849 -5.097 2.958 0.07
H -2.660 5.973 -6.258 0.09
H -3.676 7.905 0.691 0.08
H 7.772 1.664 -3.463 0.10
H -2.346 -2.331 -4.193 0.09
H -2.734 3.034 -2.031 0.11
H -4.331 -4.562 2.464 0.10
H -1.046 6.694 -6.159 0.09
H -3.328 -1.777 -2.829 0.10
H 0.273 0.010 0.379 0.09
H 0.892 5.977 3.227 0.09
H -0.561 -4.442 -1.854 0.08
H 2.105 8.137 3.125 0.10
H -3.217 2.073 -3.469 0.09
H -2.020 6.578 -0.577 0.08
H -1.878 -2.915 6.689 0.10
H 2.698 1.332 -0.740 0.09
H 0.130 -6.011 -1.323 0.09
H 4.175 -7.683 1.832 0.10
H 4.101 -8.911 3.104 0.09
H 5.154 6.289 0.460 0.09
H 0.852 -5.121 -2.670 0.10
H 0.908 -1.485 1.080 0.09
H -0.722 -6.169 1.557 0.10
H -0.801 3.018 1.900 0.11
H -4.513 -7.976 -4.128 0.09
H 3.089 -9.101 1.665 0.10
H -4.703 -6.646 -2.977 0.10
H -2.688 6.148 4.342 0.08
H -3.390 -1.980 6.441 0.10
H 4.209 2.093 -0.233 0.08
H 4.033 0.310 -0.189 0.10
H -3.035 -4.508 1.262 0.10
H -2.821 -5.495 2.713 0.08
H -2.179 6.932 -4.820 0.10
H 0.082 2.613 0.383 0.10
H 7.595 -0.121 -3.420 0.10
H -1.766 1.649 -2.549 0.07
H -1.024 4.617 3.325 0.08
H 3.802 4.017 0.518 0.08
H 7.307 0.774 -4.920 0.09
H -0.816 -1.128 1.237 0.10
H -1.817 -1.170 6.399 0.10
```

Properties
E_LUMO = 1.833 eV
Total charge = -1
Energy = -2748.52353 hartree
HOMO-LUMO gap = 5.26 eV